Record 1
Below is a molecular structure, C22H53BN2O23P6S at a distorted geometry, with properties calculated with wB97M-V/def2-TZVPD.

Each line ends with the Mulliken charge.
Geometry (Å):
S: -6.43741 7.89235 2.55107  0.173
P: -0.35999 9.75211 3.67687  0.356
P: 4.30569 -6.73501 -4.65834  1.042
P: 2.34192 -2.26805 2.14099  1.056
P: 7.77929 -6.24123 1.71665  0.974
P: -6.48531 6.23770 -2.65501  1.103
P: -4.09719 0.38249 -0.42855  1.207
O: -3.73079 -0.77283 0.46668  -0.685
O: -4.86658 1.29072 0.72880  -0.369
O: 4.15063 -8.21323 -5.36566  -0.308
O: -5.52972 0.21402 -1.14867  -0.319
O: -7.69238 6.76920 -1.95748  -0.665
O: 6.54796 -5.30158 2.14130  -0.228
O: 5.20503 -5.44227 -4.19027  -0.317
O: 3.39441 -1.21036 2.87528  -0.307
O: 7.98652 -7.37657 2.67908  -0.663
O: 1.14119 -1.27019 2.52045  -0.321
O: 6.77750 -7.10683 0.65685  -0.257
O: 8.82306 -5.14151 2.37944  -0.289
O: -3.31674 -0.18069 -1.79028  -0.362
O: -2.28788 4.53093 1.74517  -0.696
O: 1.36457 -3.13193 1.10151  -0.316
O: 0.80955 8.91810 3.32099  -0.629
O: 2.54914 -3.39622 3.12059  -0.670
O: -5.25923 6.99784 -1.87412  -0.386
O: -7.09885 4.94791 -3.47227  -0.304
O: 3.89399 -5.94996 -5.99340  -0.344
O: 3.23660 -6.77438 -3.61846  -0.631
O: -3.35461 4.37838 3.86621  -0.427
O: -6.10571 7.02650 -3.99944  -0.329
N: -5.34942 6.65270 2.59097  -0.542
N: -5.54439 9.17441 2.77501  -0.627
C: -4.01982 2.10521 1.56287  -0.883
C: 10.20360 -5.26701 1.99965  -0.750
C: 4.38575 -9.36226 -4.53649  -0.661
C: -1.80400 7.44331 3.18049  -0.529
C: 5.21593 -5.81227 2.22476  -0.460
C: -1.89000 -0.30843 -1.72203  -0.717
C: 4.78607 -1.37741 2.55456  -0.643
C: -3.17287 4.95034 5.16740  -0.761
C: 1.94195 -4.27307 0.45112  -0.701
C: -4.21440 7.32922 2.79951  0.589
C: -5.78689 -0.85707 -2.05086  -0.674
C: -3.10776 9.50531 3.18019  -0.891
C: -4.85340 6.40396 -0.62742  -0.584
C: -7.00325 7.06302 -5.10297  -0.647
C: -0.20756 -1.72713 2.60399  -0.485
C: -7.65431 3.88060 -2.68527  -0.597
C: 2.81423 -6.40154 -6.80450  -0.638
C: -2.92813 6.71997 2.93723  0.137
C: 6.16781 -5.68508 -3.15041  -0.734
C: -4.28064 8.75386 2.92872  0.360
C: 7.37968 -8.20880 -0.02214  -0.752
C: -1.90906 8.87531 3.31098  0.334
B: -2.84527 5.13202 2.83082  0.827
H: 5.13959 -2.35312 2.89365  0.267
H: -7.82350 3.03324 -3.34597  0.239
H: -0.82835 6.98386 3.28192  0.581
H: -3.17968 10.58531 3.26361  0.413
H: 2.90228 -4.02838 -0.00103  0.277
H: -6.97355 3.57726 -1.89102  0.212
H: 1.25777 -4.59395 -0.33134  0.292
H: 10.75386 -4.45912 2.47438  0.244
H: 5.31966 -9.26729 -3.98383  0.270
H: 1.99042 -6.78293 -6.20117  0.324
H: 6.87093 -6.46146 -3.45693  0.335
H: 2.06834 -5.08457 1.16682  0.307
H: -1.42885 0.59794 -1.33154  0.269
H: -1.62112 -1.15737 -1.09425  0.295
H: -5.43896 -0.59699 -3.04936  0.255
H: 8.31223 -7.90141 -0.49595  0.322
H: -5.66468 6.43444 0.09544  0.302
H: 10.32058 -5.18162 0.91848  0.317
H: 5.34161 -0.59732 3.06844  0.262
H: -0.27217 -2.72334 3.04006  0.316
H: -8.03971 7.14662 -4.77571  0.328
H: -2.17098 5.35958 5.30119  0.317
H: -4.01131 6.96923 -0.23441  0.226
H: -0.38016 10.91867 2.88343  0.057
H: 5.19426 -6.82405 2.62779  0.345
H: -1.93827 3.66536 1.98516  0.327
H: 3.55857 -9.49549 -3.84040  0.306
H: -3.44357 2.79385 0.95569  0.419
H: -0.37623 10.04163 5.05836  0.083
H: 4.95397 -1.27714 1.48142  0.310
H: -3.28512 4.13441 5.88320  0.270
H: 5.66560 -5.98688 -2.22842  0.309
H: 4.63904 -5.15987 2.87950  0.240
H: 10.60397 -6.22355 2.34038  0.329
H: -0.65916 -1.72344 1.61364  0.144
H: 2.46294 -5.55292 -7.38791  0.247
H: -8.60579 4.19101 -2.25536  0.305
H: -6.87691 6.17144 -5.71578  0.240
H: 4.44747 -10.23367 -5.18446  0.242
H: -3.34837 1.47067 2.14863  0.456
H: -3.93406 5.69655 5.40471  0.258
H: -4.54167 5.36974 -0.78287  0.303
H: 6.71652 -4.76404 -2.97221  0.315
H: -0.76516 -1.03590 3.23320  0.234
H: 3.16123 -7.17226 -7.49116  0.241
H: 4.75755 -5.79469 1.23689  0.092
H: -5.31479 -1.78202 -1.72082  0.320
H: 7.57310 -9.02065 0.67846  0.347
H: 6.69148 -8.56187 -0.78922  0.174
H: -4.65169 2.67437 2.23906  0.284
H: -6.86504 -1.00270 -2.08843  0.251
H: -6.75062 7.93369 -5.70504  0.250
H: -1.52210 -0.48347 -2.73103  0.272

Forces on the atoms, in the same order (eV/Å):
-0.68 -1.09 -0.24
0.51 -1.05 -0.72
-6.06 2.66 -0.54
-3.92 -2.30 6.90
-4.46 -2.33 6.55
-3.74 5.06 -2.01
-4.05 -7.08 1.70
1.23 0.98 0.02
1.80 2.42 -1.68
2.84 0.42 0.65
0.02 0.62 -0.14
0.50 -1.06 0.57
0.40 0.57 -0.44
1.90 -2.26 -0.61
0.67 0.62 -3.41
1.29 -0.08 -1.04
0.32 0.42 -0.36
2.21 1.81 -1.94
0.43 0.28 -3.28
0.96 3.25 0.04
0.47 0.24 0.14
2.04 1.64 -2.18
0.22 -0.13 0.12
0.98 -0.22 -1.04
0.72 -2.92 -0.23
2.41 -0.86 1.43
0.42 0.02 -0.01
1.07 -0.68 0.35
0.90 0.26 -0.15
0.36 -0.17 0.09
-0.59 2.20 0.16
0.25 0.39 0.18
-0.08 -0.34 0.12
0.17 -0.12 0.14
-0.22 -0.27 0.10
-0.56 0.91 -0.02
-0.40 0.11 -0.07
0.19 -0.29 -0.04
0.12 -0.15 0.16
-0.39 -0.63 0.52
-0.11 -0.32 0.01
2.02 -0.07 0.55
-0.06 -0.01 -0.29
0.04 0.59 0.04
-0.02 0.01 0.13
-0.03 -0.10 -0.21
-0.35 0.00 -0.26
-0.32 -0.15 0.04
-0.05 -0.12 -0.21
0.15 -1.68 -0.55
-0.07 -0.04 0.25
-0.55 -0.93 -0.32
0.03 -0.30 0.02
0.10 -0.08 0.24
-0.57 0.46 0.48
-0.04 -0.01 -0.01
0.11 0.07 -0.08
-0.01 0.02 -0.08
-0.09 -0.04 -0.01
-0.01 -0.08 -0.06
-0.04 -0.08 0.01
-0.03 0.14 -0.01
-0.11 0.03 0.04
0.01 -0.07 0.01
0.05 -0.02 0.07
0.11 0.07 0.08
0.07 0.11 0.09
0.08 -0.03 -0.03
-0.09 0.06 0.10
0.05 -0.09 -0.01
0.01 -0.18 -0.11
-0.10 -0.03 -0.07
0.10 0.07 0.02
-0.11 0.04 0.04
0.13 -0.03 -0.04
0.01 -0.04 0.08
-0.09 0.12 -0.10
0.01 0.06 -0.16
-0.43 0.30 0.58
0.15 -0.02 -0.05
-0.19 -0.15 -0.11
0.02 0.14 0.04
-0.12 0.09 -0.03
-0.33 0.52 -0.20
0.11 0.06 0.03
-0.02 0.04 -0.06
-0.02 -0.01 -0.02
0.19 0.13 0.01
-0.05 -0.01 0.00
-0.08 -0.11 0.04
0.08 0.09 0.10
0.07 0.12 0.05
-0.08 -0.03 0.02
0.03 0.10 -0.10
-0.05 -0.03 -0.01
0.08 0.10 -0.21
0.13 0.02 0.14
-0.08 0.05 -0.12
0.23 0.12 0.04
-0.05 -0.06 0.04
-0.03 -0.12 0.01
0.07 0.05 0.05
0.08 0.08 0.07
-0.08 0.16 0.02
-0.08 -0.04 -0.06
-0.01 0.11 0.14
0.08 0.04 0.12
-0.12 0.07 -0.04

Calculated values
- LUMO (eV) = -1.58
- frontier orbital gap (Eh) = 0.28712
- multiplicity = 1
- total charge = 0

Record 2
Below is 5 unconnected molecules or ions with the total composition C22H53Cl2NO5P, with properties calculated with wB97M-V/def2-TZVPD.

Each line ends with the Mulliken charge.
Geometry (Å):
Cl: 1.67458 -1.86831 4.59504  -0.082
Cl: 3.86740 0.42780 3.35920  -0.158
P: 3.59174 -2.66532 2.59660  0.092
O: 3.91613 2.72519 -0.87209  -0.464
O: -3.47674 1.12618 -2.32222  -0.444
O: -4.30832 -1.14860 1.92081  -0.435
O: 1.50731 0.40576 -2.33119  -0.351
O: -1.11244 -1.97004 1.34399  -0.683
N: -0.69397 -2.78822 -0.76601  0.275
C: -1.07978 -4.12117 -0.30959  -0.957
C: 4.23330 5.13608 -0.91923  -1.359
C: -4.80930 -0.65315 3.16118  0.485
C: 0.70454 -2.65380 -1.22627  0.355
C: 0.89983 0.59031 -3.61924  0.594
C: 1.80184 0.04005 -4.71026  -1.462
C: 2.22895 0.29895 1.13164  0.200
C: -4.83602 1.37909 -1.94813  0.367
C: 0.56390 2.05359 -3.84478  -1.412
C: 3.13141 -2.82981 -0.23039  -0.224
C: 2.32699 -0.11904 2.60391  -0.181
C: 3.62176 3.93111 1.21016  -0.953
C: 1.69867 -3.40321 -0.32228  -0.568
C: -3.76911 0.22495 3.83972  -1.199
C: 3.81208 -3.48626 0.99217  -0.867
C: -4.96155 1.47813 -0.43576  -1.097
C: -5.25356 -1.79852 4.05604  -1.404
C: 2.10750 -1.61945 2.87028  0.738
C: -1.28061 -0.40038 -0.45379  -0.659
C: -1.02208 -1.76326 0.14974  0.523
C: 4.36442 3.85484 -0.11266  0.367
C: -5.35597 2.62346 -2.64754  -1.406
H: 0.06264 2.19598 -4.80210  0.417
H: -5.25965 2.52537 -3.72880  0.335
H: 3.15444 -1.73203 -0.19852  -0.066
H: 4.78243 5.05774 -1.85732  0.325
H: -6.40419 2.80181 -2.40612  0.391
H: -4.15232 0.64827 4.76907  0.419
H: -5.99954 1.62942 -0.13722  0.458
H: 2.98667 2.86076 -1.08925  0.266
H: 1.53967 1.14145 1.04187  0.384
H: -2.16956 -4.17104 -0.21967  0.308
H: 2.55093 4.09174 1.04919  0.293
H: 1.85586 -0.52186 0.51868  -1.285
H: 1.79429 -4.44407 -0.66245  0.526
H: -1.83201 0.21793 0.26089  0.291
H: 2.74889 0.58637 -4.73123  0.322
H: 1.25768 -1.98159 2.27792  -0.533
H: 3.18336 5.32776 -1.15936  0.348
H: 1.28788 -3.45929 0.69585  0.144
H: -3.47119 1.04214 3.18121  0.280
H: 4.90451 -3.54288 0.87245  0.557
H: 1.33419 0.13290 -5.69045  0.442
H: -5.67848 -1.42950 4.99032  0.411
H: 2.02530 -1.01254 -4.53176  0.322
H: 1.47408 2.65892 -3.83871  0.350
H: 0.77975 -2.99129 -2.26831  0.417
H: -0.32767 0.07907 -0.71279  -0.170
H: -3.53187 -1.69058 2.10843  0.257
H: -0.09003 2.42587 -3.05445  0.292
H: 4.71887 -1.90146 2.89760  0.193
H: -4.37481 2.32477 -0.06374  0.311
H: 3.69843 -3.11642 -1.12399  0.510
H: -4.40185 -2.44118 4.29816  0.324
H: -0.66176 -4.38929 0.67183  0.308
H: -0.02341 0.00815 -3.57957  0.266
H: 3.99978 4.74513 1.82910  0.453
H: 3.43742 -4.51203 1.07821  0.482
H: -2.87554 -0.36273 4.07255  0.248
H: 2.32871 0.91160 -2.31054  0.230
H: -2.95302 1.88250 -2.03536  0.273
H: -5.67588 -0.04586 2.89345  0.310
H: -5.38909 0.50686 -2.29995  0.305
H: 3.73639 2.99234 1.75324  0.009
H: 5.42032 3.65597 0.08184  0.294
H: -0.75357 -4.86034 -1.04826  0.346
H: 1.55226 0.39650 3.17731  0.624
H: -4.59332 0.57205 0.04828  0.138
H: -1.88652 -0.50686 -1.35868  0.389
H: -4.78109 3.50119 -2.33725  0.355
H: 4.61584 5.99239 -0.36336  0.405
H: 3.55398 -3.67959 3.55479  0.186
H: -6.00108 -2.41008 3.55128  0.327
H: 3.20043 0.62361 0.74193  0.539
H: 0.94041 -1.57974 -1.23900  -0.954

Forces on the atoms, in the same order (eV/Å):
0.12 -0.05 -0.23
-0.15 0.17 -0.02
-0.11 -0.51 -0.18
-0.03 -0.26 -0.05
0.05 -0.08 -0.05
0.01 -0.01 -0.10
0.05 0.03 0.25
-0.20 -0.20 0.24
0.19 -0.02 0.31
0.03 -0.21 0.12
0.00 -0.09 -0.10
0.12 -0.05 0.14
-0.12 0.32 -0.23
0.05 0.07 -0.20
0.04 -0.08 0.06
0.26 0.05 0.11
-0.07 0.16 0.13
-0.07 0.01 0.15
-0.26 -0.21 -0.20
-0.25 0.24 0.04
-0.03 -0.16 0.02
0.21 0.06 -0.03
0.04 0.05 -0.06
0.34 0.21 -0.43
0.10 -0.12 0.02
-0.04 -0.05 -0.05
-0.12 0.14 0.27
0.00 -0.16 0.02
0.04 0.38 -0.23
-0.07 0.23 0.04
0.04 -0.03 -0.09
0.02 0.01 0.00
-0.02 -0.02 0.00
0.02 -0.38 0.05
0.02 0.00 0.02
0.00 0.00 0.01
0.00 -0.01 0.00
-0.01 0.02 -0.01
-0.02 0.17 0.04
0.10 -0.13 -0.05
0.21 0.03 -0.07
0.03 0.08 -0.05
-0.16 0.19 0.02
-0.09 0.15 0.19
0.21 -0.15 -0.03
-0.02 0.04 -0.03
0.15 0.06 0.05
-0.01 0.02 0.05
-0.07 0.08 -0.17
-0.03 0.00 0.00
-0.23 -0.01 0.05
0.00 0.01 0.01
0.01 0.00 0.00
-0.03 0.00 -0.01
0.05 0.00 -0.08
0.04 -0.04 0.22
-0.21 0.01 -0.06
0.05 0.05 -0.02
-0.02 -0.03 -0.02
-0.08 -0.04 -0.03
-0.04 0.04 -0.02
-0.06 0.09 0.19
0.01 0.03 0.03
-0.05 0.02 -0.20
0.01 -0.01 0.07
-0.02 -0.01 0.00
0.11 0.14 0.19
-0.03 -0.02 0.03
0.06 -0.03 -0.10
-0.03 0.04 -0.01
0.00 0.00 -0.04
0.05 -0.03 -0.02
0.05 0.04 0.08
-0.02 -0.05 -0.05
-0.10 0.15 0.07
0.11 -0.20 -0.06
-0.04 0.01 -0.01
0.19 0.08 0.11
-0.03 0.00 0.05
-0.01 -0.01 0.01
-0.03 0.12 0.04
-0.01 0.02 0.00
-0.20 -0.11 0.00
0.00 -0.32 -0.12

Calculated values
- LUMO (eV) = -3.02
- frontier orbital gap (Eh) = 0.31727
- multiplicity = 1
- total charge = +1

Record 3
Below is a molecular structure, C22H53ClInOP2 at a distorted geometry, with properties calculated with wB97M-V/def2-TZVPD.

Each line ends with the Mulliken charge.
Geometry (Å):
In: -0.49934 -0.13237 -0.16881  1.333
Cl: 1.26948 -1.86542 -1.21676  -0.578
P: -1.96023 -1.38432 -1.77719  -0.887
P: 2.83533 -0.03071 0.89070  -0.249
O: -0.68425 1.33244 1.36433  -0.629
C: 5.47255 0.67869 0.13657  -1.630
C: 4.20203 -0.01304 -0.35651  0.487
C: -3.60280 -0.75010 -1.22405  0.383
C: -1.53509 -3.82620 -0.39999  -1.254
C: -3.38356 -3.75566 -2.12596  -1.629
C: 4.39219 -1.51047 2.67795  -1.615
C: -1.41360 3.41674 0.33008  -1.410
C: -2.56769 -1.34809 -4.46100  -1.542
C: -0.88419 3.23003 2.74250  -1.818
C: 2.55726 2.70664 1.04752  -1.520
C: -1.45725 2.48209 1.53585  1.982
C: -1.52277 -0.84149 -3.46874  0.689
C: 1.85535 -1.73741 2.93615  -1.209
C: -3.75879 0.74100 -1.52850  -1.850
C: -3.79474 -1.05991 0.27065  -1.361
C: 3.70471 0.57942 -1.68589  -1.190
C: 2.14865 1.46281 3.19051  -1.449
C: 2.99955 1.52616 1.92128  0.618
C: 3.03769 -1.51021 1.97583  0.668
C: -1.24443 0.66101 -3.63458  -1.305
C: -2.90430 2.11720 1.87298  -1.518
C: -2.00347 -3.21758 -1.73034  0.881
H: -3.43008 1.68851 1.00689  0.079
H: 5.33690 1.76638 0.18575  0.248
H: -2.13279 1.19735 -3.99481  0.349
H: 1.55642 2.50066 0.63964  0.029
H: 0.97168 -1.14670 2.66719  -0.072
H: -1.70078 -4.91144 -0.44129  0.490
H: -4.11639 -3.59997 -1.32216  0.275
H: -3.76958 -3.30631 -3.04843  0.339
H: -2.02992 4.30197 0.54058  0.407
H: 5.21578 -1.62978 1.96803  0.306
H: -0.88159 1.15540 -2.72348  0.064
H: -4.32172 -1.32815 -1.82682  0.924
H: 2.20149 2.43032 3.71042  0.524
H: -4.69337 -0.54232 0.63003  0.466
H: -1.26354 -3.48307 -2.50486  0.505
H: -2.54602 -2.43932 -4.55068  0.297
H: -3.58471 -1.03484 -4.17908  0.282
H: 3.27767 1.58220 -1.55718  0.125
H: -3.90508 -2.13399 0.46649  0.275
H: 4.55120 -0.58550 3.25028  0.249
H: -2.34884 -0.92334 -5.44752  0.472
H: -3.45097 3.01690 2.18476  0.481
H: -2.92731 1.33743 -1.12062  0.221
H: -0.64591 -1.46110 1.01357  -0.287
H: 5.79427 0.31836 1.11911  0.291
H: -2.92631 1.38681 2.69089  0.296
H: -1.80520 2.94316 -0.57575  0.171
H: 2.49983 3.62053 1.65609  0.496
H: 0.15126 3.54813 2.54920  0.216
H: 3.00135 -2.31645 1.22312  0.513
H: 2.92874 -0.06397 -2.11237  0.158
H: -2.08738 -3.42857 0.46019  0.154
H: 6.28446 0.47884 -0.57324  0.480
H: 4.40970 -1.08193 -0.53139  0.452
H: 0.57157 0.98507 -1.05993  -0.361
H: 2.48290 0.68792 3.89546  0.260
H: -3.28612 -4.83493 -2.29073  0.482
H: -2.94943 -0.69776 0.88637  0.023
H: -0.44776 0.77656 -4.38369  0.432
H: -0.57229 -1.38325 -3.61511  0.541
H: 4.06317 1.63319 2.19803  0.782
H: 3.24206 2.90223 0.21202  0.300
H: 1.09600 1.28391 2.92215  -0.049
H: -4.68438 1.10228 -1.05487  0.529
H: -0.38979 3.74262 0.12934  0.289
H: 1.55314 -2.79276 2.88780  0.398
H: 4.44411 -2.34679 3.38644  0.480
H: -1.48800 4.12411 2.95568  0.484
H: -0.46957 -3.63876 -0.24371  0.212
H: 4.54347 0.64411 -2.39027  0.490
H: -3.82180 0.94191 -2.60687  0.297
H: 2.12850 -1.51952 3.97702  0.372
H: -0.88727 2.58245 3.62775  0.366

Forces on the atoms, in the same order (eV/Å):
2.33 0.14 1.11
0.25 -1.06 -0.84
0.44 1.10 0.95
-2.48 0.65 -0.25
-0.82 0.49 0.13
0.28 -0.10 -0.31
0.26 -0.10 0.44
-0.35 -0.73 -0.85
0.02 -0.03 -0.02
0.06 -0.27 -0.08
0.03 -0.49 0.39
-0.21 0.30 -0.07
0.14 0.14 -0.56
0.07 0.45 0.17
-0.11 0.01 0.00
0.59 -0.72 0.35
-0.44 -0.55 -0.13
-0.12 -0.10 -0.04
-0.09 0.07 0.00
0.10 0.18 0.13
-0.02 -0.08 0.09
-0.17 -0.08 0.01
1.09 -0.48 0.00
0.77 0.22 -0.27
0.09 0.15 -0.09
-0.40 0.12 -0.12
-0.11 -0.03 -0.30
0.18 0.08 0.25
0.01 -0.17 0.06
0.16 -0.15 0.06
0.25 0.03 0.08
0.21 -0.12 0.04
0.00 0.11 -0.02
0.15 -0.03 -0.20
0.01 -0.11 0.24
0.09 -0.01 -0.15
-0.07 0.07 0.07
-0.07 -0.27 -0.22
-0.36 0.37 0.33
-0.01 -0.12 -0.06
0.05 -0.16 -0.06
-0.19 -0.01 0.21
-0.04 0.19 0.00
0.24 -0.05 -0.08
0.12 -0.20 0.00
0.03 0.24 -0.08
-0.04 -0.16 -0.12
-0.15 -0.13 -0.04
-0.10 -0.12 -0.01
-0.25 -0.24 -0.14
-0.13 0.35 0.12
-0.07 0.12 -0.13
0.06 0.11 -0.15
0.09 -0.01 0.08
0.05 -0.08 -0.08
-0.30 -0.14 0.03
0.11 0.22 0.19
0.09 0.17 0.12
0.15 -0.08 -0.22
0.07 0.14 0.05
-0.01 0.22 0.06
-0.68 0.01 -0.15
-0.05 0.20 -0.25
-0.17 0.07 0.03
-0.38 -0.19 -0.31
-0.25 0.05 0.11
-0.24 0.15 0.08
-0.21 0.31 0.13
-0.11 -0.09 0.17
0.28 -0.02 0.09
0.22 -0.01 -0.14
-0.06 -0.08 0.00
0.05 0.20 0.08
0.15 0.01 0.04
0.13 -0.05 0.08
-0.20 0.11 0.01
-0.03 0.04 0.01
0.02 -0.09 0.30
-0.02 0.04 -0.20
0.00 0.07 -0.18

Calculated values
- LUMO (eV) = 2.55
- energy relative to the best compared isomer or geometry (same formula, charge and spin) (kJ/mol) = 0.0
- frontier orbital gap (Eh) = 0.21736
- multiplicity = 1
- total charge = -1